The following is a quantum chemistry calculation of C11H35CaO22P3S2 as an isolated structure at a distorted geometry, from OMol25.

```
74
Properties=species:S:1:pos:R:3:forces:R:3
Ca -22.682897 18.318279 -2.071539 0.43 -0.29 -1.79
S -19.982859 19.961956 -3.511431 2.50 1.23 -4.58
O -20.338088 21.368247 -3.621621 -2.13 2.28 0.63
O -20.899334 19.234152 -2.656448 -1.72 -1.05 2.73
O -19.948153 19.365193 -4.826626 -0.92 -0.66 -1.10
O -18.646419 19.938761 -3.011322 3.26 -0.72 2.96
S -22.722280 17.065515 -5.321529 2.23 0.29 -1.89
O -23.248881 17.894123 -4.221817 -1.80 0.70 0.90
O -21.417607 16.634589 -4.937781 3.82 -3.36 3.43
O -23.579350 15.940968 -5.619343 -2.41 -1.42 0.18
O -22.322624 17.778761 -6.496153 -2.47 2.82 -3.02
C -21.823309 21.279079 -0.483212 0.87 0.54 -0.03
O -22.775140 20.237799 -0.524875 -0.16 0.03 0.65
H -21.831812 21.824026 0.460756 -0.26 0.01 0.50
H -20.825554 20.853280 -0.589374 -0.19 -0.16 -0.29
H -21.926705 22.031669 -1.264893 -0.10 -0.30 -0.38
H -23.655995 20.588693 -0.374630 -0.08 0.07 -0.30
C -22.063081 14.948334 -2.409907 0.45 0.58 -0.55
O -21.291945 16.143434 -2.506805 -0.90 -1.08 3.02
H -21.420352 14.068084 -2.422247 0.25 -0.29 0.46
H -22.673528 14.991025 -1.507881 -0.05 -0.15 0.20
H -22.697380 14.803771 -3.284474 -0.30 0.37 -0.14
H -21.139689 16.271915 -3.445907 0.08 0.87 -2.77
C -21.099668 16.386394 3.483172 -0.78 1.00 1.18
O -21.806813 16.477274 2.256699 0.73 -0.04 -0.20
P -21.121576 17.405024 1.138700 1.53 -0.27 -0.94
O -22.033315 17.587605 0.010272 0.44 -0.91 0.98
O -20.800920 18.764597 1.901563 0.20 -0.04 1.15
C -21.850744 19.409255 2.639514 -1.04 0.78 -0.49
O -19.633233 16.754575 0.921965 -2.68 2.79 3.12
C -19.226257 16.200293 -0.272814 0.23 -1.84 -1.58
H -21.849356 16.265898 4.265185 -0.12 -1.12 -0.05
H -20.797909 17.385520 3.797481 0.96 0.00 -0.39
H -20.284613 15.662941 3.503374 -0.21 0.07 -0.14
H -22.181159 20.278147 2.070361 -0.17 -0.32 -0.35
H -21.658569 19.849176 3.618114 1.46 -0.45 0.11
H -22.706131 18.770293 2.858904 -0.04 -0.31 -0.54
H -19.153998 16.933670 -1.075961 -0.27 -0.28 -0.13
H -19.910125 15.364173 -0.418844 -0.11 0.22 -1.15
H -18.279576 15.685261 -0.109604 0.35 0.51 0.18
C -26.375165 18.418910 -4.722605 2.08 -0.29 -0.71
O -26.477019 19.715313 -4.099213 0.50 2.14 0.23
P -25.163097 20.641773 -3.779367 2.55 -1.54 -0.86
O -24.186201 19.927835 -2.874284 -2.27 2.31 -0.89
O -24.535760 21.109936 -5.216776 -1.97 -1.45 1.71
C -23.109704 21.245763 -5.402489 1.12 0.28 -0.03
O -25.723421 22.046494 -3.171598 -0.55 -1.14 -0.07
C -24.964572 22.888511 -2.277714 -0.17 -0.33 -0.43
H -26.227892 17.653897 -3.960256 -0.62 0.03 -0.06
H -25.454865 18.308245 -5.296104 0.53 0.36 0.27
H -27.076902 18.235782 -5.536319 -0.94 0.32 0.81
H -22.562668 21.038506 -4.482764 0.10 0.54 0.04
H -23.005302 22.247575 -5.819112 0.30 0.24 0.55
H -22.619257 20.595701 -6.127057 -0.88 -0.76 -0.07
H -25.474273 23.007019 -1.321547 -0.21 -0.40 0.05
H -24.958064 23.883654 -2.722419 0.37 -0.11 -0.15
H -23.965256 22.486552 -2.110678 0.03 0.14 -0.16
C -27.219047 15.732903 -1.904085 0.35 -0.21 -1.89
O -27.226224 16.790202 -0.961080 1.00 0.54 1.47
P -25.809494 17.229908 -0.348217 1.17 -1.43 -0.06
O -24.708577 17.550362 -1.292207 -2.38 -0.27 1.66
O -26.191871 18.395002 0.696521 1.43 -1.62 -1.83
C -27.282523 18.254041 1.567344 -0.93 0.79 -0.04
O -25.453666 15.873646 0.533099 -0.94 1.58 -0.33
C -24.586029 15.992796 1.658802 0.46 -0.09 0.16
H -26.266390 15.221769 -2.042928 0.29 0.25 0.44
H -27.387371 16.249765 -2.848867 -0.34 -0.53 -0.20
H -27.950899 14.944681 -1.727420 -0.29 0.49 0.43
H -27.984276 17.441701 1.378295 0.50 -0.41 -0.21
H -27.832767 19.151766 1.285520 -0.41 0.17 1.13
H -26.888679 18.200772 2.582313 -0.36 0.26 0.06
H -25.077726 15.717134 2.591722 -0.50 -0.15 -0.10
H -24.219435 17.008785 1.805359 0.14 -0.05 -0.31
H -23.744897 15.310539 1.535825 -0.06 0.26 -0.19
```
Positions in Å, forces in eV/Å.

- strongest force on any atom (Eh/bohr) = 0.1194
- lowest unoccupied orbital energy (eV) = 3.154
- E (a.u.) = -4593.803008
- 2S+1 = 1
- HOMO energy (eV) = 0.072
- net charge = -2



The following is a quantum chemistry calculation of a 11-piece molecular cluster, C11H35N10O23S overall at a distorted geometry, from OMol25.

```
80
Properties=species:S:1:pos:R:3:forces:R:3
O -0.148557 2.269304 -4.897405 0.34 -0.36 -0.26
O 0.331572 2.675076 -3.624864 -0.43 0.05 0.24
C 0.780108 1.562507 -2.906855 0.05 0.60 -0.03
S 0.502021 1.901540 -1.144705 0.57 -1.12 0.45
O -1.084239 1.975822 -0.984717 0.25 0.52 -0.50
H -1.005323 1.842471 -4.724562 -0.09 0.30 0.14
H 1.851231 1.364567 -3.027847 0.07 -0.07 0.01
H 0.189753 0.659219 -3.091051 0.08 -0.05 -0.03
H 0.875014 3.197149 -1.026206 -0.61 0.15 -0.44
H -1.415931 1.068171 -1.132584 -0.10 -0.05 0.52
C 4.542516 3.487968 -4.439076 -0.05 0.12 0.06
N 4.819321 2.133027 -3.888333 0.04 -0.01 -0.05
O 5.924943 1.893303 -3.471306 0.00 -0.03 -0.03
O 3.900359 1.322894 -3.908586 -0.13 0.09 0.12
H 5.437175 4.086409 -4.364770 0.09 -0.05 0.03
H 4.246774 3.351428 -5.475016 -0.06 0.01 0.01
H 3.726400 3.917381 -3.863923 -0.08 -0.10 -0.05
C 1.130186 -1.041740 1.719526 0.15 0.16 -0.01
N -0.143342 -1.297591 0.997364 0.17 -0.11 0.18
O -0.494739 -0.490892 0.139041 -0.07 -0.02 -0.16
O -0.764689 -2.280291 1.300511 -0.07 0.07 -0.15
H 1.566207 -0.128662 1.333731 -0.02 0.00 -0.01
H 0.892581 -0.946751 2.775598 -0.06 -0.07 0.00
H 1.781917 -1.893764 1.544131 -0.03 -0.05 0.08
C 2.946519 -4.099034 -1.572400 -0.01 -0.17 0.00
N 3.010985 -3.446698 -0.235663 0.11 -0.14 -0.07
O 2.555188 -4.052149 0.708821 -0.13 0.12 0.12
O 3.521414 -2.342714 -0.170391 -0.13 0.04 -0.09
H 2.472775 -5.066714 -1.452945 0.02 0.00 0.06
H 2.371993 -3.448229 -2.224590 0.07 0.05 -0.01
H 3.965919 -4.198280 -1.932698 0.00 0.07 -0.02
C -2.932380 -0.163633 2.575794 -0.24 -0.14 0.04
N -2.667222 0.861189 3.618644 -0.03 0.01 -0.15
O -3.571790 1.157851 4.366676 0.02 0.02 0.02
O -1.553239 1.346053 3.638661 0.09 -0.01 -0.01
H -3.955003 -0.504975 2.671419 -0.01 0.03 -0.02
H -2.773109 0.306964 1.610602 0.06 -0.02 0.01
H -2.235571 -0.980029 2.733045 0.03 0.02 0.00
C -7.445405 -0.063742 2.717101 -0.07 -0.33 -0.12
N -6.766684 -1.169439 1.976192 0.02 0.02 0.13
O -7.071579 -2.310838 2.232255 -0.01 0.06 -0.05
O -5.910775 -0.844035 1.167694 0.05 0.04 -0.01
H -8.155847 -0.503069 3.405060 0.00 -0.01 0.03
H -6.679334 0.491155 3.243086 0.06 0.05 -0.04
H -7.934150 0.563633 1.978440 0.07 0.06 0.01
C 7.859543 -0.732506 -5.122189 0.10 0.06 0.05
N 7.662513 -0.793813 -6.598499 0.09 -0.01 0.05
O 8.428435 -0.159199 -7.298700 -0.08 -0.12 0.01
O 6.746751 -1.474466 -7.002099 -0.04 0.03 -0.01
H 8.709102 -0.092811 -4.914481 0.01 -0.01 -0.04
H 6.947981 -0.334320 -4.685470 -0.03 -0.06 0.00
H 8.036831 -1.747137 -4.779057 -0.06 -0.01 0.00
C 0.191665 -6.802659 1.968872 -0.13 -0.01 0.08
N 0.999412 -7.900139 1.367463 0.00 0.00 -0.01
O 0.690377 -9.039934 1.627273 0.01 0.00 0.01
O 1.919988 -7.565746 0.647345 -0.01 0.04 -0.04
H -0.592567 -7.240124 2.574982 0.04 -0.07 -0.01
H 0.863545 -6.193410 2.565639 0.04 0.03 -0.07
H -0.222705 -6.224710 1.148401 0.07 0.05 0.00
C -9.551450 2.961720 6.001728 -0.11 -0.01 0.06
N -8.882893 1.835213 5.296371 0.00 0.05 0.08
O -9.200921 0.704038 5.588073 0.04 0.00 -0.03
O -8.043496 2.122494 4.459668 -0.06 0.14 0.11
H -10.261354 2.546436 6.706204 0.02 -0.04 -0.01
H -8.777048 3.529065 6.507280 0.06 0.00 -0.01
H -10.044452 3.566900 5.246233 0.06 0.01 -0.02
C 7.952071 2.809082 -7.166755 -0.07 0.06 -0.02
N 8.166815 3.974844 -6.267989 -0.08 -0.04 0.06
O 7.251382 4.286006 -5.521292 0.11 0.04 -0.10
O 9.236294 4.528001 -6.320308 0.00 0.03 -0.01
H 6.956359 2.420629 -6.988644 0.00 0.02 0.01
H 8.062021 3.154724 -8.190213 0.08 0.01 0.01
H 8.711333 2.073768 -6.930924 0.08 0.02 -0.06
C -5.324097 1.744090 6.718964 0.10 -0.08 0.02
N -5.704291 2.216115 8.078135 0.11 -0.05 -0.05
O -4.871887 2.162345 8.953282 0.01 0.00 0.03
O -6.838930 2.628605 8.214747 -0.21 0.07 -0.04
H -4.296559 1.408099 6.742845 0.01 0.03 0.07
H -6.000611 0.934077 6.460074 -0.05 0.05 -0.03
H -5.447623 2.579499 6.036813 -0.07 -0.02 -0.02
```
Positions in Å, forces in eV/Å.

- strongest force on any atom (Eh/bohr) = 0.0260
- lowest unoccupied orbital energy (eV) = -4.164
- E (a.u.) = -3115.016871
- 2S+1 = 1
- HOMO energy (eV) = -12.580
- net charge = +1



The following is a quantum chemistry calculation of a 8-piece molecular cluster, C11H36BCl2F4NO10 overall at a distorted geometry, from OMol25.

```
65
Properties=species:S:1:pos:R:3:forces:R:3
N -10.429743 30.072511 -28.867557 -0.64 -0.46 -0.29
H -10.781414 29.275620 -29.418947 -0.10 -0.01 0.31
H -9.552687 29.781503 -28.424654 0.27 0.15 0.05
H -11.093352 30.305172 -28.116473 0.17 -0.07 -0.36
H -10.378418 30.832726 -29.551281 0.55 0.05 0.14
B -6.045036 29.904037 -28.637142 1.66 -0.08 -0.46
F -7.159491 30.527722 -29.255059 -0.53 -0.03 -0.02
F -6.058732 28.522058 -28.934640 -0.40 0.27 0.05
F -4.876807 30.469978 -29.161683 -0.35 -0.03 0.16
F -6.101510 30.092772 -27.247816 -0.36 -0.03 0.02
C -7.561497 27.051886 -25.890461 -0.46 -0.41 -0.04
C -8.408773 27.499885 -27.069524 -0.21 -0.12 0.11
O -8.614531 28.912576 -27.044812 0.30 0.05 -0.29
O -8.348174 27.187513 -24.695659 -0.01 -0.03 -0.11
H -6.638947 27.625283 -25.773830 0.00 0.07 -0.32
H -7.318328 25.992565 -26.033433 0.14 0.08 -0.10
H -9.384527 27.008697 -27.017378 -0.08 0.24 0.34
H -8.042220 27.162152 -28.040380 0.59 0.16 0.14
H -7.728080 29.321291 -27.136714 -0.36 -0.06 0.32
H -7.979306 26.583327 -24.047259 -0.02 0.08 0.10
C -11.103663 25.736514 -30.218973 0.37 0.12 0.43
C -12.095838 26.740828 -29.678300 -0.69 0.43 -0.07
O -11.866250 28.040979 -30.254701 -0.15 -0.40 -0.03
O -9.808239 26.063481 -29.734008 -0.19 -0.21 -0.28
H -11.104355 25.690120 -31.313562 -0.18 0.26 -0.08
H -11.350488 24.725627 -29.891902 0.06 0.03 0.26
H -12.015706 26.889467 -28.600877 0.44 -0.21 0.01
H -13.148926 26.478257 -29.832336 0.12 -0.28 -0.28
H -12.330853 28.063169 -31.097029 0.14 0.19 -0.03
H -9.569421 26.945677 -30.069860 0.06 -0.03 0.16
C -12.889122 31.192015 -26.268198 -0.27 0.05 0.62
C -13.125491 29.712197 -26.412591 0.12 -0.87 0.19
O -11.921628 28.993980 -26.680503 -0.17 0.09 -0.24
O -12.226953 31.713664 -27.414792 -0.33 0.03 0.67
H -12.311000 31.348865 -25.350180 0.26 0.07 -0.19
H -13.847717 31.691738 -26.077838 -0.03 0.02 -0.26
H -13.828149 29.476676 -27.216668 0.21 0.13 -0.15
H -13.561865 29.287271 -25.501849 -0.22 0.40 0.04
H -11.430558 28.848177 -25.864076 0.07 0.07 -0.04
H -11.622021 32.399875 -27.103933 0.12 -0.02 -0.51
C -7.932903 28.022743 -31.697196 1.19 -0.03 -0.13
C -7.335007 29.122149 -32.543654 -0.47 0.18 -0.64
O -8.416245 29.916321 -33.100233 0.41 0.47 0.53
O -8.597425 28.566837 -30.585408 -0.45 0.09 0.26
H -7.088077 27.406496 -31.367066 -0.05 -0.12 0.03
H -8.603407 27.370154 -32.253253 -0.26 0.21 -0.03
H -6.759505 28.782506 -33.408242 0.12 -0.52 0.27
H -6.664045 29.714588 -31.914759 -0.15 0.17 0.04
H -7.996221 30.712181 -33.450049 -0.16 -0.11 -0.19
H -7.965494 29.114294 -30.074819 -0.16 -0.28 -0.15
C -9.189624 32.726561 -30.826166 0.13 -0.16 0.65
C -10.038989 33.524918 -29.840118 0.17 -0.26 0.57
O -9.948596 32.951327 -28.521409 -0.03 0.09 0.19
O -9.928966 31.577384 -31.214300 0.01 0.30 -0.48
H -8.311412 32.367551 -30.275634 0.18 0.32 -0.06
H -8.837293 33.331847 -31.667002 -0.31 0.00 -0.12
H -11.105922 33.438647 -30.055741 0.14 0.17 -0.43
H -9.748204 34.576243 -29.765280 -0.02 -0.04 -0.36
H -9.088263 33.155664 -28.138590 0.06 -0.08 -0.15
H -9.378658 31.029138 -31.806767 -0.17 -0.21 0.19
C -14.236612 31.945437 -29.961753 0.25 0.22 -0.03
Cl -13.099856 30.948195 -30.878321 0.07 0.04 0.27
Cl -15.402688 32.652279 -31.078003 -0.40 0.06 0.13
H -14.712040 31.350420 -29.189837 -0.21 -0.12 -0.24
H -13.710893 32.764327 -29.482914 0.20 -0.11 -0.10
```
Positions in Å, forces in eV/Å.

- strongest force on any atom (Eh/bohr) = 0.0336
- lowest unoccupied orbital energy (eV) = 0.255
- E (a.u.) = -2592.773537
- 2S+1 = 1
- HOMO energy (eV) = -9.880



> Which formula does entry 2 have?

C11H35N10O23S